(1)
Formula: CH3BrNO2S
Source: OMol25
Level of theory: ωB97M-V/def2-TZVPD

Results
Lowest unoccupied orbital energy (alpha / beta) ... 3.388 / 3.388 eV
ΔE to the lowest compared entry with this formula, charge and spin ... 85.5 kcal per mole
Molar mass ... 173.01 u
HOMO-LUMO gap (alpha / beta) ... 0.2686 / 0.2686 Ha
Electronic energy ... -3217.2530 hartree
Total charge ... -1

Last column: Löwdin charge in e.
Positions of all 9 atoms, in Å:
C: -1.77062 1.18879 -0.24591  -0.5307
N: 0.86606 -0.94657 1.04477  -0.1944
O: 1.73370 1.40578 0.15088  -0.5270
O: 1.17641 -0.38205 -1.57255  -0.5268
S: 0.80079 0.31673 -0.27902  0.5533
Br: -2.41351 -0.58634 -0.66521  0.3317
H: -1.76893 1.61972 -1.29095  -0.1151
H: 0.99071 -0.83253 2.07598  0.0347
H: 0.38537 -1.78353 0.78200  -0.0257

Atomic forces in eV per Å
C 1.0 -0.3 -0.4
N 0.9 0.7 -0.3
O -0.8 -1.8 -0.2
O -0.4 0.7 2.7
S 0.0 0.9 -0.6
Br -0.4 -0.2 0.0
H 0.4 -0.3 0.6
H -0.3 0.5 -1.7
H -0.3 -0.2 -0.1

(2)
Formula: C24H33AlBBr2CaClF5MgN3NaO14
Source: OMol25
Level of theory: ωB97M-V/def2-TZVPD

Results
Lowest unoccupied orbital energy ... -8.167 eV
Molar mass ... 1002.95 u
HOMO-LUMO gap ... 0.0467 Ha
Electronic energy ... -9566.3642 hartree
Total charge ... +1

Last column: Löwdin charge in e.
Positions of all 87 atoms, in Å:
C: 2.84639 -3.34359 -0.88145  -0.0278
C: 1.58392 -2.68500 -1.60449  -0.3782
O: 1.80104 -1.60558 -2.25184  0.0397
O: 0.25766 -3.25275 -1.60243  -0.0788
C: -0.63632 -2.22192 -0.99449  -0.1440
C: -1.72456 -3.02876 -0.13863  -0.1709
C: -2.45831 -2.19824 1.02359  -0.2667
C: -2.00506 -0.66814 1.19199  -0.1324
C: -0.73756 -0.47231 2.21452  -0.3412
C: 0.17881 -1.79761 2.32141  -0.1403
N: 1.02427 -2.62997 2.04802  0.1743
C: -1.24850 -0.17082 3.74802  -0.1016
C: -0.12428 -0.73822 4.78836  -0.3294
N: 0.92284 -0.85186 5.40554  0.1781
C: 0.06017 0.83611 1.73399  -0.0922
C: 1.47896 1.06184 2.44322  -0.1946
F: 1.35367 1.76514 3.72457  -0.1251
H: 2.57930 -4.37384 -0.42630  0.1028
H: 3.69198 -3.55258 -1.66240  0.0137
H: 3.32005 -2.66974 -0.06726  0.0595
H: -1.13760 -1.70240 -1.90177  0.1637
H: 0.04724 -1.52947 -0.39502  0.1019
H: -1.29595 -4.01301 0.29288  0.1208
H: -2.55454 -3.36233 -0.88013  0.1053
H: -2.35495 -2.78279 2.02433  0.1109
H: -3.60766 -2.20032 0.80051  -0.0411
H: -1.84332 -0.09121 0.21763  0.1387
H: -2.88450 -0.12701 1.72963  0.1421
H: -1.37842 0.96017 3.88109  0.1342
H: -2.19689 -0.78829 3.96821  0.0727
H: -0.59205 1.77225 1.99464  0.1383
H: 0.18047 0.85697 0.58790  0.1502
H: 2.10032 0.11601 2.59707  0.0311
H: 2.11191 1.76217 1.77582  0.1244
Br: 6.36470 -2.02504 0.73217  0.7518
C: 6.25388 -1.86017 2.68500  -0.5268
C: 4.88112 -1.40484 3.10936  -0.6505
Br: 4.64109 0.50241 2.79623  0.7840
H: 7.05233 -1.18305 2.99355  0.0894
H: 6.46411 -2.86091 3.06860  0.0760
H: 4.74748 -1.53557 4.18498  0.0775
H: 4.07455 -1.91842 2.58297  0.0434
C: 8.73026 0.58600 -1.25461  -0.8131
O: 8.63716 -0.34552 -0.39129  -0.1294
O: 7.52848 0.81757 -1.84642  0.0365
O: 9.69226 1.26357 -1.62074  0.0754
H: 7.11458 0.13150 -1.30385  -0.0344
Mg: 5.98356 -1.89429 -1.86121  0.9342
C: 4.05370 -6.18605 -3.78982  0.0004
C: 4.77108 -4.93401 -3.38209  -0.1433
N: 5.33903 -3.94284 -3.05932  0.0801
H: 4.51790 -6.60431 -4.68522  0.1039
H: 4.10424 -6.92146 -2.98444  0.0972
H: 3.00649 -5.96037 -4.00255  0.1049
Cl: -4.66721 -1.52151 -0.74474  0.1908
C: -0.35019 5.25431 2.05512  -0.0577
C: -1.59509 4.91994 2.85820  -0.4673
C: -1.59259 5.62662 4.20379  -0.0568
O: -1.66041 3.50593 3.06343  -0.0953
H: 0.55613 4.93233 2.58300  0.0720
H: -0.36123 4.73021 1.09558  0.0650
H: -0.28032 6.32813 1.86605  0.0916
H: -2.48584 5.20840 2.29338  0.1387
H: -0.73105 5.31727 4.80652  0.0735
H: -2.48849 5.36727 4.77591  0.0759
H: -1.55942 6.71139 4.07880  0.0917
H: -0.87384 3.24206 3.56326  0.0482
Na: 7.56071 -3.97489 0.20232  0.5061
F: -4.47646 5.81399 0.20264  -0.2529
Al: -2.99074 6.23912 -0.67628  0.0474
F: -1.88163 4.84507 -0.66895  -0.2473
F: -2.20511 7.61896 0.12421  -0.2484
F: -3.39070 6.67042 -2.35059  -0.2459
Ca: -1.91875 -1.44621 6.64600  1.4206
B: -6.71804 0.35716 -5.35801  -0.8846
O: -6.77036 -0.22322 -6.70716  0.2388
C: -8.05248 -0.49999 -6.96717  -0.3907
O: -8.44648 -0.98825 -7.99688  0.1647
C: -8.87756 -0.12003 -5.82015  -0.3909
O: -10.07429 -0.23873 -5.73407  0.1653
O: -8.09967 0.38902 -4.85893  0.2410
O: -5.85527 -0.44826 -4.47163  0.2728
C: -4.88694 0.34704 -4.04050  -0.3526
O: -4.00211 -0.00298 -3.29081  0.1458
C: -5.05905 1.69194 -4.60935  -0.3596
O: -4.34484 2.64024 -4.41216  0.2289
O: -6.13724 1.71018 -5.38887  0.2764

Atomic forces in eV per Å
C 0.0 -1.4 -0.1
C 0.1 3.4 -2.8
O -0.7 -4.5 2.9
O 3.5 1.4 1.4
C -1.0 -0.3 -0.5
C -0.6 -0.4 -0.4
C 0.4 -0.1 0.1
C -0.9 -0.2 1.5
C 0.1 -0.3 0.1
C 3.4 -1.8 -3.0
N -4.7 4.4 1.9
C 0.8 -1.2 0.2
C 3.9 1.5 1.0
N -5.9 0.1 -2.6
C 0.6 0.6 0.7
C 0.1 0.9 -1.0
F -0.2 -1.4 -1.7
H 0.4 1.8 -0.5
H -2.0 0.6 1.3
H -1.3 -0.9 -1.3
H 0.8 -0.5 1.9
H -1.4 -0.8 -0.8
H -0.3 1.8 -0.7
H 1.5 0.6 1.2
H -0.1 1.0 -1.3
H 1.5 0.1 0.2
H -0.1 -1.0 1.4
H 1.4 -0.7 -1.0
H 0.1 -1.6 0.1
H 1.0 1.0 -0.5
H 0.9 -1.6 -0.6
H -0.1 -0.3 1.8
H -1.3 1.3 0.0
H -1.1 -1.1 1.1
Br -1.0 1.7 0.3
C -0.3 -0.1 1.8
C -0.2 0.5 -0.1
Br 0.5 -0.3 0.0
H -0.1 0.0 -0.4
H -0.1 0.0 -0.1
H 0.2 -0.1 -0.1
H 0.1 -0.1 0.1
C 3.6 1.2 -0.5
O -0.2 -1.2 0.4
O -1.8 -0.3 -0.9
O -1.2 -1.0 0.7
H -1.0 0.6 0.1
Mg -0.1 0.2 -1.3
C 0.4 0.8 0.2
C 1.6 2.5 0.6
N -1.7 -3.1 -0.8
H 0.0 0.2 0.1
H 0.1 0.2 0.0
H 0.1 0.1 0.0
Cl 0.0 0.3 -0.6
C 0.1 -0.2 -0.3
C 0.6 0.8 0.0
C -0.3 -0.1 0.2
O -0.1 -1.3 0.2
H 0.0 0.1 0.3
H -0.2 0.2 0.0
H -0.1 -0.1 -0.1
H 0.0 -0.3 0.0
H 0.1 0.1 -0.1
H 0.0 0.1 -0.1
H 0.0 -0.1 0.0
H 0.0 0.5 -0.1
Na 1.7 -1.9 -0.4
F 1.7 0.3 -0.7
Al -0.4 0.4 -0.6
F -0.9 1.2 0.2
F -0.7 -1.6 -0.6
F 0.5 -0.5 1.9
Ca 0.3 0.1 -0.1
B -1.2 0.1 -0.8
O -0.3 0.1 0.6
C 1.1 -1.1 -2.9
O 0.2 0.3 0.8
C -2.5 0.6 2.1
O 0.9 0.0 -0.2
O 0.5 -0.2 -0.5
O 1.1 1.0 0.6
C -0.1 -4.0 1.2
O -0.2 0.3 0.1
C -0.1 4.4 -1.7
O -0.3 -1.1 0.1
O 0.9 -0.8 0.9

(3)
Formula: C50H55BF6N13O4S2TeTi
Source: OMol25
Level of theory: ωB97M-V/def2-TZVPD

Results
Lowest unoccupied orbital energy (alpha / beta) ... 1.334 / 1.175 eV
ΔE to the lowest compared entry with this formula, charge and spin ... 48.0 kcal per mole
Molar mass ... 1266.48 u
HOMO-LUMO gap (alpha / beta) ... 0.1910 / 0.1846 Ha
Electronic energy ... -5489.1420 hartree
Total charge ... -1

Last column: Löwdin charge in e.
Positions of all 133 atoms, in Å:
Ti: -0.69688 0.61081 -0.46898  0.9305
C: 4.08932 -0.14115 -2.75088  -0.0109
C: 2.99320 0.64177 -2.11196  -0.2412
C: 2.59871 1.88341 -2.51309  0.0179
C: 1.55785 2.26774 -1.67310  -0.2078
N: 1.29317 1.25866 -0.79172  0.0133
N: 2.23917 0.25703 -1.06164  0.1006
B: 2.76827 -1.00298 -0.28613  -0.4895
N: 1.96661 -2.27622 -0.62632  0.0168
N: 0.69088 -2.52975 -0.27623  0.1159
C: 0.40842 -3.76127 -0.73643  -0.2590
C: 1.52621 -4.28556 -1.40101  0.0048
C: 2.49709 -3.32172 -1.30177  -0.2677
C: 3.88604 -3.42829 -1.84394  -0.0217
C: -0.83727 -4.55564 -0.64467  -0.1730
C: -1.30026 -5.16172 -1.81622  -0.0576
C: -2.38497 -6.02105 -1.79334  -0.0990
C: -3.02626 -6.30139 -0.59550  -0.1070
C: -2.56548 -5.72103 0.57562  -0.0836
C: -1.47560 -4.86161 0.55340  -0.0335
N: 3.03246 -0.75283 1.20872  0.0215
N: 2.20888 -0.14757 2.07178  0.1361
C: 2.93080 0.13852 3.16128  -0.2434
C: 4.24431 -0.34457 3.00142  0.0014
C: 4.27084 -0.90660 1.75532  -0.2758
C: 5.42477 -1.59976 1.10774  -0.0318
C: 2.48155 0.87896 4.35175  -0.1524
C: 1.18708 0.80776 4.86583  -0.0611
C: 0.84803 1.45824 6.04235  -0.0871
C: 1.79216 2.20690 6.72884  -0.1122
C: 3.07685 2.31145 6.21657  -0.1017
C: 3.41638 1.65771 5.04318  -0.0437
C: 0.96651 3.61958 -1.79110  -0.1422
C: -0.08279 4.12921 -1.02331  -0.0621
C: -0.55488 5.41735 -1.20595  -0.0900
C: -0.01161 6.24825 -2.16852  -0.0736
C: 1.02934 5.76501 -2.94413  -0.0722
C: 1.51306 4.48662 -2.74902  -0.0222
H: 4.48297 0.44532 -3.57898  0.0869
H: 4.89874 -0.35000 -2.05250  0.0799
H: 3.71342 -1.08505 -3.14230  0.0702
H: 3.01178 2.42880 -3.33923  0.1086
H: 3.84842 -1.21376 -0.72972  0.0760
H: 1.61171 -5.26003 -1.85044  0.1102
H: 4.02519 -4.43543 -2.23334  0.0814
H: 4.05094 -2.72161 -2.65671  0.0512
H: 4.63730 -3.24632 -1.07625  0.0601
H: -0.80788 -4.93974 -2.75523  0.1108
H: -2.72936 -6.47576 -2.71423  0.0948
H: -3.87235 -6.97718 -0.57652  0.0932
H: -3.04492 -5.94661 1.52041  0.1007
H: -1.10294 -4.43610 1.47224  0.0838
H: 5.04374 -0.31913 3.72273  0.1036
H: 6.23818 -1.68025 1.82708  0.0774
H: 5.15260 -2.60540 0.78489  0.0680
H: 5.78618 -1.04781 0.23790  0.0741
H: 0.45235 0.20643 4.34272  0.0411
H: -0.15997 1.36318 6.43006  0.1039
H: 1.53274 2.70969 7.65268  0.0919
H: 3.82042 2.90174 6.73851  0.0940
H: 4.41877 1.75716 4.64605  0.1036
H: -0.58609 3.49330 -0.32365  0.0569
H: -1.38098 5.76993 -0.60284  0.0907
H: -0.40053 7.24554 -2.32548  0.1034
H: 1.46666 6.38653 -3.71479  0.1027
H: 2.32905 4.16072 -3.37419  0.0981
C: -0.16664 5.59150 4.30961  -0.0767
C: -0.92877 6.04087 3.06277  -0.3993
C: 0.01661 6.65820 2.02839  -0.0777
C: -1.76079 4.88721 2.47265  -0.0941
N: -1.02313 3.66548 2.16835  -0.0490
C: -1.55268 2.48864 1.80173  -0.1204
N: -0.57871 1.69424 1.38154  -0.1447
N: 0.55627 2.42472 1.52684  0.0317
N: 0.30569 3.57678 1.98449  0.0923
H: 0.29591 6.44904 4.79936  0.0780
H: 0.61568 4.88391 4.04730  0.0654
H: -0.83683 5.11089 5.02243  0.0777
H: -1.65475 6.80505 3.35941  0.1329
H: 0.73595 5.92354 1.67956  0.0645
H: 0.55776 7.49501 2.47171  0.0784
H: -0.54019 7.02942 1.16698  0.0640
H: -2.24171 5.22984 1.55210  0.1225
H: -2.54381 4.61364 3.18308  0.1325
H: -2.60240 2.26602 1.85571  0.1396
C: -4.25319 0.01652 0.17397  -0.0168
C: -3.47115 -0.68440 -0.87260  -0.3883
N: -2.16093 -0.90120 -0.90544  -0.0413
C: -1.94170 -1.61540 -2.07863  -0.1422
C: -3.11309 -1.83415 -2.70692  -0.0688
N: -4.08187 -1.27281 -1.91455  0.1215
H: -4.91076 0.74221 -0.29814  0.0740
H: -4.87063 -0.69919 0.71219  0.0661
H: -3.57938 0.51776 0.85848  0.0208
H: -0.95522 -1.88899 -2.40108  0.1099
H: -3.33816 -2.34568 -3.62418  0.1191
H: -4.98315 -0.94852 -2.23578  0.1450
F: 0.40214 1.78285 -4.68069  0.0538
C: -0.96374 1.79032 -4.59879  -0.6249
F: -1.38326 0.79251 -5.39600  0.0932
F: -1.33014 2.94979 -5.20034  0.0674
S: -1.50323 1.84636 -2.66375  0.9055
O: -1.84346 1.82999 -0.87612  -0.5172
O: -0.56662 0.64581 -2.43955  -0.4906
N: -2.96232 1.20719 -3.03793  -0.3437
S: -4.25179 2.06512 -3.13268  0.5589
O: -4.40611 2.83900 -4.33091  -0.2855
O: -5.41225 1.28074 -2.75380  -0.3242
C: -4.26970 3.49920 -1.88744  -0.6366
F: -3.20810 4.28382 -2.12654  0.1011
F: -4.30296 3.25487 -0.56690  0.1067
F: -5.36576 4.23246 -2.14470  0.1132
C: -4.22031 -3.34348 7.66236  -0.0673
C: -3.53737 -2.86090 6.41041  -0.2931
C: -2.15849 -2.77795 6.31019  -0.0352
C: -1.52545 -2.33040 5.15176  -0.3182
C: -0.01969 -2.28511 5.14178  -0.0980
C: -2.28430 -1.92856 4.04274  -0.4740
Te: -1.28881 -1.21191 2.22547  0.9575
C: -3.68471 -2.02119 4.13854  -0.3254
C: -4.56819 -1.60487 2.99801  -0.1150
C: -4.28561 -2.48283 5.30265  -0.0407
H: -3.49873 -3.54682 8.45304  0.0665
H: -4.78129 -4.25933 7.46452  0.0736
H: -4.92892 -2.59700 8.02654  0.0722
H: -1.54684 -3.06975 7.15849  0.1068
H: 0.38889 -2.94739 5.90638  0.0745
H: 0.33206 -1.27087 5.33799  0.0389
H: 0.36372 -2.57725 4.16394  0.0356
H: -4.24178 -2.07439 2.06914  0.0463
H: -4.50828 -0.52241 2.86967  0.0650
H: -5.60730 -1.87754 3.19244  0.0748
H: -5.36902 -2.54558 5.35044  0.1086

Atomic forces in eV per Å
Ti -1.5 -1.5 0.9
C 0.0 0.2 -0.1
C -0.1 -0.1 0.2
C -0.2 0.4 0.0
C 0.6 -0.3 0.1
N 1.3 -0.1 -0.4
N -0.1 0.6 -0.6
B -0.6 -0.4 0.8
N 0.3 -0.2 -0.1
N -0.7 -0.1 -0.1
C 0.3 0.4 0.0
C 0.0 0.0 0.1
C 0.1 -0.3 -0.2
C 0.0 0.0 0.1
C -0.1 0.1 0.0
C -0.1 0.1 0.1
C 0.0 0.0 -0.1
C 0.0 0.0 0.0
C 0.0 0.0 0.0
C 0.0 0.1 0.0
N 0.4 -0.2 -0.1
N -0.3 0.8 0.5
C 0.0 -0.3 -0.5
C 0.0 0.0 0.1
C 0.2 -0.1 0.0
C -0.1 0.0 -0.1
C -0.1 0.1 0.1
C 0.0 0.0 -0.3
C -0.1 0.1 0.0
C 0.0 0.1 0.0
C 0.0 0.0 0.0
C 0.0 -0.1 -0.1
C -0.3 0.4 0.1
C 0.2 -0.1 -0.1
C -0.1 0.1 0.0
C 0.0 -0.1 0.0
C 0.0 0.1 0.0
C 0.0 -0.2 0.0
H 0.0 0.0 -0.1
H 0.0 0.0 -0.1
H 0.0 0.2 0.0
H 0.1 -0.1 0.0
H -0.2 0.0 0.0
H 0.0 0.0 0.0
H 0.0 0.0 0.0
H 0.1 -0.3 0.1
H 0.0 0.0 -0.1
H 0.0 0.0 0.0
H 0.0 0.0 0.0
H 0.0 0.0 0.0
H 0.0 0.0 0.0
H 0.0 0.2 0.1
H 0.0 0.0 0.0
H 0.0 0.0 0.0
H 0.1 0.0 0.0
H 0.1 -0.1 0.0
H 0.0 0.2 -0.2
H 0.0 0.0 0.0
H 0.0 0.0 0.0
H 0.0 0.0 0.0
H 0.0 0.0 0.0
H 0.0 0.1 0.0
H 0.0 0.0 0.0
H 0.0 0.0 0.0
H 0.0 0.0 0.0
H 0.0 0.0 0.0
C -0.1 0.1 0.0
C 0.4 -0.4 -0.1
C -0.2 0.1 0.1
C -0.2 0.7 0.3
N -0.3 -1.1 -0.3
C 0.3 0.2 0.1
N 0.2 1.9 0.5
N 0.4 -0.1 0.2
N 0.2 0.4 0.3
H 0.0 0.0 0.0
H 0.1 0.0 0.0
H 0.0 0.0 0.1
H -0.1 -0.1 -0.1
H 0.1 0.0 0.0
H 0.0 0.0 0.0
H 0.0 0.0 0.0
H 0.0 -0.1 0.0
H 0.0 -0.1 -0.1
H 0.0 -0.1 -0.1
C 0.0 0.2 -0.4
C -0.2 -0.1 0.4
N -0.1 0.1 -1.0
C 0.0 -0.4 -0.1
C 0.2 -0.3 -0.1
N 0.1 0.3 0.2
H -0.1 0.1 -0.1
H 0.1 0.1 0.0
H -0.1 -0.1 0.1
H 0.1 -0.1 0.1
H 0.0 0.0 0.0
H 0.0 -0.1 0.1
F -0.1 -0.1 0.1
C 0.5 0.5 0.2
F -0.1 0.0 0.4
F -0.2 -0.2 0.2
S -0.4 0.4 -5.3
O 0.5 -0.7 2.0
O 0.0 -0.1 0.6
N -0.1 0.5 0.7
S -0.9 0.2 0.2
O 0.3 0.0 -0.1
O 0.3 -0.2 0.2
C -0.1 0.4 -0.3
F 0.1 0.0 0.1
F 0.1 -0.5 -0.2
F 0.0 -0.2 0.0
C 0.0 0.0 -0.1
C 0.0 0.0 0.0
C -0.1 0.0 0.0
C 0.3 0.0 -0.2
C -0.1 -0.1 0.0
C -0.2 0.5 -0.3
Te -0.2 -1.0 1.1
C 0.0 0.0 -0.2
C 0.0 -0.1 0.3
C 0.1 0.0 0.1
H 0.0 0.0 0.0
H 0.0 0.0 0.1
H 0.0 0.0 0.1
H 0.0 0.0 0.0
H 0.0 0.0 0.0
H 0.0 -0.4 0.1
H 0.1 0.0 0.0
H 0.1 0.0 0.0
H 0.0 0.0 -0.1
H 0.0 0.0 0.0
H 0.0 0.0 0.0

Q: What is the formula in the first record?
A: CH3BrNO2S

Q: Look up the molar mass of the third one.
A: 1266.48 u

Q: What is the formula in the second record?
A: C24H33AlBBr2CaClF5MgN3NaO14